# 1
{"formula": "C15H41NaNiO16S5", "method": "ωB97M-V with the def2-TZVPD basis set", "symbols": ["Na", "Ni", "O", "H", "O", "S", "O", "O", "C", "C", "C", "H", "H", "H", "H", "H", "H", "H", "H", "O", "S", "O", "O", "C", "C", "C", "H", "H", "H", "H", "H", "H", "H", "H", "O", "S", "O", "O", "C", "C", "C", "H", "H", "H", "H", "H", "H", "H", "H", "O", "S", "O", "O", "C", "C", "C", "H", "H", "H", "H", "H", "H", "H", "H", "O", "S", "O", "O", "C", "C", "C", "H", "H", "H", "H", "H", "H", "H", "H"], "positions_angstrom": [[0.615, -3.629, 0.430], [0.479, -0.282, -1.733], [0.520, -1.417, -0.125], [1.040, -1.356, 0.700], [-0.560, 3.560, 0.737], [0.491, 2.525, 0.552], [0.533, 1.617, -0.612], [2.023, 3.282, 0.483], [2.064, 4.769, 0.446], [2.555, 5.158, 1.841], [0.742, 1.741, 2.149], [1.133, 5.213, 0.091], [2.743, 5.173, -0.305], [3.639, 5.223, 1.745], [2.058, 4.445, 2.498], [2.029, 6.068, 2.127], [0.400, 2.362, 2.977], [1.782, 1.432, 2.254], [0.081, 0.874, 2.127], [0.542, -4.633, -1.928], [0.465, -3.603, -2.970], [0.256, -2.185, -2.683], [1.779, -3.698, -3.937], [3.014, -4.144, -3.387], [4.111, -3.804, -4.364], [-0.928, -4.197, -4.048], [3.188, -5.205, -3.209], [3.300, -3.719, -2.425], [3.932, -4.200, -5.364], [5.090, -4.212, -4.114], [4.241, -2.722, -4.340], [-0.703, -5.227, -4.327], [-0.978, -3.433, -4.823], [-1.900, -4.164, -3.555], [-1.623, -0.151, -1.486], [-3.042, 0.053, -1.313], [-3.658, 0.023, 0.012], [-3.418, 1.532, -2.028], [-4.620, 2.159, -1.821], [-4.510, 3.568, -1.148], [-3.839, -1.109, -2.483], [-5.297, 1.639, -1.143], [-5.120, 2.210, -2.788], [-3.725, 3.641, -0.396], [-5.453, 3.791, -0.648], [-4.295, 4.284, -1.940], [-3.215, -0.957, -3.363], [-4.889, -0.910, -2.698], [-3.645, -2.139, -2.183], [-0.587, -0.023, 4.409], [-1.962, -0.431, 4.170], [-2.691, -0.951, 5.356], [-2.766, 0.874, 3.497], [-4.130, 0.745, 3.253], [-4.590, 2.157, 2.921], [-1.747, -1.661, 2.776], [-4.688, 0.342, 4.099], [-4.211, 0.002, 2.460], [-3.929, 2.953, 2.578], [-5.045, 2.490, 3.854], [-5.255, 2.056, 2.063], [-2.502, -2.446, 2.815], [-0.747, -2.088, 2.853], [-1.856, -1.167, 1.811], [4.542, -1.441, -1.078], [3.688, -0.293, -0.719], [2.516, -0.113, -1.584], [3.282, -0.429, 0.862], [3.705, -1.545, 1.638], [3.044, -1.546, 3.103], [4.649, 1.265, -0.559], [4.695, -1.335, 2.042], [3.775, -2.466, 1.061], [3.470, -2.244, 3.823], [2.067, -1.998, 2.931], [3.080, -0.593, 3.632], [4.061, 2.091, -0.160], [5.195, 1.450, -1.484], [5.508, 1.095, 0.091]], "atomic_forces_ev_per_a": [[-0.169, 0.147, -0.731], [0.001, 0.192, 0.486], [0.053, -1.309, 1.282], [-0.197, 1.024, -0.806], [2.151, -2.538, -0.952], [0.908, 2.763, -0.158], [-0.542, 1.414, 2.199], [-1.945, 0.118, -1.040], [-0.034, -0.174, 0.317], [-1.750, 0.407, -1.100], [-0.535, -0.843, -0.580], [-0.465, -0.495, 0.671], [0.455, -0.971, -0.226], [-0.186, -0.089, 1.087], [1.016, -0.257, 0.371], [0.764, 0.554, -0.037], [0.125, 0.336, -0.403], [-0.153, 0.052, -0.179], [0.144, -0.144, 0.073], [0.504, 1.293, 0.071], [-0.729, -0.607, -0.655], [0.111, -1.822, -0.390], [-1.923, -0.281, 0.871], [2.584, -0.946, 0.535], [0.309, 0.882, -0.383], [1.135, 0.989, 0.171], [-1.508, -0.469, -0.184], [-0.676, 0.666, 0.041], [-0.359, 0.331, -0.049], [-0.197, -0.217, 0.606], [-0.004, 0.045, -0.615], [0.119, 0.300, -0.341], [0.168, -0.510, -0.488], [0.435, 0.088, 0.686], [-1.356, 0.419, 0.242], [-1.994, 1.167, 0.071], [0.939, -0.086, -1.750], [3.144, -3.063, 0.611], [-2.425, 1.558, 1.473], [0.344, -0.571, -1.003], [0.991, 0.505, 0.003], [0.211, -0.751, -0.078], [-0.041, 0.244, -0.010], [0.096, -0.335, -0.089], [-0.040, 0.124, -0.253], [-0.081, 0.296, 0.291], [-0.231, 0.158, -0.216], [0.144, 0.131, 0.352], [-0.213, 0.183, 0.480], [-1.339, 0.328, -0.531], [0.179, -0.376, 1.830], [0.979, 1.013, -3.342], [3.492, -2.043, 1.840], [-0.466, -0.132, -0.867], [-1.110, -0.348, -0.168], [-1.051, 0.382, 0.286], [0.207, 0.163, 0.265], [-0.473, 0.294, -0.441], [0.899, -0.690, 0.287], [-0.508, 0.509, -0.505], [-0.760, 0.223, 0.432], [-0.022, 0.087, 0.296], [-0.094, 0.283, 0.403], [0.093, 0.341, 0.123], [-1.250, 2.115, 0.863], [1.255, -1.348, -0.407], [1.970, 0.325, 1.272], [-0.852, 0.466, -1.151], [1.902, 0.340, 3.194], [-1.017, -1.197, -1.983], [0.583, -0.809, -0.153], [0.763, 0.014, -1.191], [-0.564, 0.006, 0.233], [0.785, -0.220, -0.579], [-0.731, 0.808, 0.665], [-0.442, 0.161, -0.628], [-0.299, -0.231, -0.405], [-0.841, 0.162, -0.476], [-0.383, -0.536, 0.565]], "total_charge": 1, "e_lumo_ev": [-2.97, -3.17], "e_homo_ha": [-0.215, -0.451], "homo_lumo_gap_ev": [2.9, 9.1], "total_energy_ha": -5461.04202, "multiplicity": 4, "s2": 3.754}


# 2
{"formula": "C15H42AlBr2ClIN6O2P2", "method": "ωB97M-V with the def2-TZVPD basis set", "symbols": ["C", "C", "Br", "C", "Br", "Al", "Cl", "I", "H", "H", "H", "H", "H", "H", "O", "P", "N", "C", "C", "N", "C", "C", "N", "C", "C", "H", "H", "H", "H", "H", "H", "H", "H", "H", "H", "H", "H", "H", "H", "H", "H", "H", "H", "O", "P", "N", "C", "C", "N", "C", "C", "N", "C", "C", "H", "H", "H", "H", "H", "H", "H", "H", "H", "H", "H", "H", "H", "H", "H", "H", "H", "H"], "positions_angstrom": [[-2.857, 1.836, 0.096], [-1.297, 1.424, 0.533], [-1.126, -0.538, 0.172], [-0.245, 2.376, -0.289], [0.552, 3.795, 0.919], [1.244, 1.372, -1.282], [2.439, -0.073, 0.000], [0.290, 0.253, -3.488], [-3.578, 1.065, 0.653], [-2.970, 1.672, -1.075], [-3.109, 2.956, 0.325], [-1.192, 1.719, 1.684], [-0.882, 2.965, -1.095], [2.294, 2.494, -1.776], [8.392, -2.026, 1.400], [7.787, -1.280, 2.614], [6.690, -0.386, 1.613], [6.191, 0.974, 1.837], [5.585, -1.188, 1.071], [9.238, -0.330, 2.785], [9.315, 1.101, 2.526], [10.486, -0.922, 2.252], [7.091, -0.421, 4.009], [7.981, -0.246, 5.185], [5.957, -1.205, 4.557], [5.514, 1.039, 2.694], [5.640, 1.332, 0.964], [6.983, 1.707, 1.969], [4.794, -1.341, 1.811], [5.927, -2.173, 0.744], [5.130, -0.706, 0.200], [9.161, 1.334, 1.471], [10.294, 1.504, 2.819], [8.607, 1.668, 3.139], [10.539, -0.826, 1.163], [10.559, -1.985, 2.519], [11.370, -0.443, 2.682], [8.415, -1.202, 5.501], [7.429, 0.182, 6.031], [8.796, 0.459, 5.015], [6.287, -2.203, 4.870], [5.158, -1.332, 3.829], [5.503, -0.701, 5.417], [-5.711, 0.526, -1.207], [-6.933, -0.229, -1.785], [-5.933, -1.273, -2.739], [-6.252, -1.862, -4.042], [-5.200, -2.278, -1.957], [-7.349, 1.148, -2.770], [-7.256, 1.172, -4.223], [-6.881, 2.470, -2.296], [-8.338, -1.096, -2.449], [-9.609, -0.330, -2.528], [-8.683, -2.233, -1.561], [-7.040, -2.619, -3.981], [-5.373, -2.348, -4.473], [-6.541, -1.126, -4.788], [-5.838, -3.126, -1.688], [-4.803, -1.855, -1.031], [-4.346, -2.675, -2.516], [-6.223, 1.106, -4.568], [-7.687, 2.097, -4.631], [-7.855, 0.381, -4.686], [-5.820, 2.619, -2.517], [-7.037, 2.574, -1.214], [-7.445, 3.284, -2.760], [-9.859, 0.123, -1.562], [-10.437, -0.981, -2.833], [-9.597, 0.458, -3.281], [-8.917, -1.881, -0.549], [-7.871, -2.953, -1.483], [-9.544, -2.791, -1.945]], "atomic_forces_ev_per_a": [[0.380, -1.226, -0.257], [-1.475, 3.394, 0.559], [-0.029, 1.127, 0.452], [-1.875, -0.922, -0.696], [-0.558, -0.773, -0.536], [0.699, 0.320, 0.216], [-0.570, 0.530, -0.470], [0.068, 0.137, 0.390], [1.350, 1.977, -1.315], [0.208, 0.242, 2.503], [0.622, -2.149, -0.176], [-0.057, -1.374, -2.446], [1.342, -1.023, 1.766], [-0.170, -0.254, 0.001], [-1.594, -3.527, 2.833], [2.265, 7.356, -5.501], [-1.234, -0.123, -0.431], [-0.020, 0.078, 0.392], [0.240, -0.333, -0.545], [1.597, 0.063, 0.463], [-0.363, 0.236, 0.861], [-0.504, -0.559, 0.282], [0.804, -3.161, 2.342], [0.492, 0.403, 0.300], [-0.846, 0.092, -0.124], [-0.118, 0.101, 0.027], [-0.045, -0.444, -0.081], [0.057, -0.251, 0.183], [-0.245, 0.091, -0.066], [0.170, 0.083, 0.102], [0.115, 0.026, 0.234], [-0.097, 0.083, -0.148], [0.016, -0.324, -0.093], [-0.099, -0.161, -0.243], [0.050, -0.108, -0.063], [-0.104, 0.318, -0.264], [-0.223, 0.280, 0.136], [-0.021, 0.158, 0.146], [-0.317, -0.273, -0.239], [-0.121, -0.286, -0.345], [-0.138, 0.114, 0.207], [0.102, 0.034, -0.222], [0.235, 0.002, -0.160], [-2.320, -1.862, 3.835], [4.277, 2.847, -7.886], [0.697, -1.519, -0.002], [-0.377, 0.038, 0.058], [0.460, 0.406, 0.237], [-0.638, 1.366, -0.051], [-0.820, -0.450, -0.141], [-0.105, -0.426, 0.642], [-2.002, 0.605, 3.303], [-0.379, 0.468, -0.365], [0.175, -0.773, -0.078], [-0.098, -0.136, -0.080], [0.174, 0.050, 0.392], [-0.147, 0.028, 0.272], [-0.024, -0.270, -0.034], [-0.075, 0.129, -0.119], [-0.117, 0.163, -0.034], [0.147, -0.069, -0.090], [0.137, 0.023, 0.314], [0.237, -0.076, 0.125], [0.052, 0.057, 0.105], [0.237, -0.094, -0.346], [-0.139, -0.267, -0.247], [-0.155, -0.041, -0.147], [0.296, -0.284, 0.257], [0.390, -0.078, 0.257], [-0.197, -0.178, -0.083], [0.209, 0.121, -0.045], [0.120, 0.248, -0.025]], "e_above_lowest_kcal_mol": 193.6, "total_charge": -1, "e_lumo_ev": 0.47, "e_homo_ha": -0.197, "homo_lumo_gap_ev": 5.8, "total_energy_ha": -7906.74307}


no.,molecular weight (g/mol)
1,719.50
2,749.64